10 unconnected molecules or ions with the total composition C14H39NO14, computed with ωB97M-V/def2-TZVPD.

Output
SMILES: O=NOCC1=CC(=O)OC1=O.CO.CO.CO.CO.CO.CO.CO.CO.CO
Kohn-Sham gap in eV: 9.1
Highest occupied orbital energy in eV: -10.00
LUMO energy in Eh: -0.0334

Cartesian coordinates (Å):
O1 0.94792 -1.07233 -0.70669
N1 0.79481 -0.58734 -1.75158
O2 -0.31042 0.33195 -1.70213
C1 -1.24152 0.03565 -2.75460
C2 -2.61070 0.05190 -2.16994
C3 -3.62518 -0.77702 -2.35762
C4 -4.76500 -0.28627 -1.53249
O3 -5.89942 -0.62038 -1.54228
O4 -4.29409 0.75460 -0.74306
C5 -3.06630 1.11912 -1.22780
O5 -2.52716 2.14387 -0.94299
H1 -1.15019 0.78559 -3.54507
H2 -1.03403 -0.94010 -3.19623
H3 -3.68440 -1.65960 -2.97216
C6 4.74127 -0.15028 -1.99243
O6 3.48698 0.38041 -2.44421
H4 5.01900 -0.95547 -2.66619
H5 5.51490 0.62391 -2.01886
H6 4.67165 -0.54665 -0.98074
H7 3.25098 1.09320 -1.84330
C7 3.23343 0.09745 1.89894
O7 3.44064 -1.08412 1.13888
H8 4.02978 0.14784 2.63766
H9 3.28216 0.99568 1.27514
H10 2.27338 0.07930 2.42202
H11 2.74189 -1.14156 0.48070
C8 -4.31807 4.77716 1.60168
O8 -4.53721 3.71648 0.69160
H12 -5.24529 4.93178 2.15033
H13 -3.52498 4.53788 2.31964
H14 -4.05834 5.70940 1.09029
H15 -3.72170 3.56200 0.20038
C9 -3.52398 -4.23670 -0.20732
O9 -3.37027 -2.82770 -0.18196
H16 -3.67989 -4.53088 -1.24454
H17 -2.63282 -4.74224 0.17383
H18 -4.38965 -4.55916 0.37780
H19 -3.22264 -2.57515 0.74180
C10 -1.72759 0.79934 1.91266
O10 -1.90903 -0.30863 1.02223
H20 -2.68224 0.96670 2.40685
H21 -0.96555 0.59399 2.66656
H22 -1.45307 1.70195 1.36595
H23 -1.07311 -0.45795 0.56481
C11 5.60453 2.18241 -5.39551
O11 5.98701 0.81979 -5.29148
H24 6.07759 2.57960 -6.29106
H25 4.52110 2.29147 -5.49319
H26 5.94473 2.76582 -4.53479
H27 5.57319 0.45911 -4.50239
C12 7.08161 -3.65020 -1.16176
O12 6.03758 -2.68648 -1.10592
H28 7.90644 -3.19448 -1.70448
H29 7.42895 -3.92591 -0.16276
H30 6.76979 -4.55334 -1.69283
H31 5.29973 -3.07301 -0.62472
C13 -2.10119 3.00333 5.00559
O13 -1.10102 2.92588 3.99668
H32 -2.39843 1.98300 5.23770
H33 -1.72006 3.47213 5.91612
H34 -2.98034 3.55370 4.66055
H35 -0.82630 3.82071 3.77815
C14 -3.62386 -2.55854 3.74069
O14 -2.68466 -2.66754 2.67814
H36 -3.98126 -3.56175 3.96134
H37 -3.16202 -2.14652 4.64145
H38 -4.47785 -1.93537 3.46220
H39 -2.36024 -1.78146 2.46671

Force components x, y, z for each atom (eV/Å):
O 0.35 0.39 0.26
N -0.69 -0.38 -0.37
O 0.12 -0.42 0.37
C 0.09 0.40 -0.45
C 0.12 -0.03 -0.02
C 0.03 0.10 0.18
C 0.12 -0.22 -0.16
O -0.16 -0.12 0.20
O -0.15 0.36 -0.29
C 0.05 -0.29 0.19
O 0.00 0.12 0.07
H 0.02 0.05 0.08
H 0.03 0.00 0.08
H -0.06 -0.02 0.01
C -0.12 0.27 -0.09
O 0.14 0.00 0.12
H -0.04 -0.04 0.03
H 0.07 -0.06 0.01
H 0.04 -0.04 -0.01
H -0.02 0.06 -0.09
C -0.01 -0.07 -0.04
O 0.00 0.04 0.00
H 0.00 0.01 0.00
H 0.00 0.02 0.02
H 0.00 0.02 0.01
H -0.01 -0.09 0.00
C 0.02 -0.08 -0.08
O 0.06 0.15 0.08
H 0.00 0.01 0.01
H 0.00 0.02 0.02
H -0.01 0.02 0.03
H -0.05 -0.21 -0.04
C -0.01 0.10 0.02
O 0.00 0.02 -0.05
H 0.00 -0.02 0.00
H -0.01 -0.04 -0.01
H 0.00 -0.03 -0.01
H 0.04 -0.04 -0.02
C 0.01 -0.02 -0.10
O 0.06 -0.04 0.22
H 0.00 0.05 -0.01
H -0.01 -0.01 0.01
H -0.03 0.02 0.02
H -0.04 -0.02 -0.06
C 0.00 -0.08 0.01
O 0.00 0.06 0.03
H 0.00 0.01 0.00
H 0.00 0.02 0.00
H 0.00 0.02 -0.01
H -0.05 -0.05 0.00
C -0.08 0.03 0.03
O 0.11 -0.20 -0.01
H 0.01 0.00 0.00
H 0.03 -0.01 -0.01
H 0.03 -0.01 -0.01
H -0.01 0.10 0.05
C 0.04 0.03 -0.05
O -0.03 0.06 0.04
H 0.00 0.00 0.00
H -0.01 -0.02 0.02
H -0.02 -0.02 0.01
H 0.02 -0.02 -0.02
C 0.01 0.01 -0.05
O -0.07 0.12 0.01
H 0.00 0.00 0.00
H 0.00 -0.02 0.01
H -0.01 -0.01 0.00
H 0.10 0.02 -0.17